The following is a DFT calculation (wB97M-V/def2-TZVPD) of C39H59EuF3N10O4S3 as an isolated structure in a non-equilibrium geometry.

Computed properties:
Total energy, eV: -124480.1935
HOMO level (alpha / beta), eV: -3.74 / -6.79
Strongest force on any atom, hartree/bohr: 0.0349
Energy relative to the best compared isomer or geometry (same formula, charge and spin), kJ/mol: 84.22
Orbital gap (alpha / beta), hartree: 0.11390 / 0.26087
LUMO level (alpha / beta), eV: -0.6 / 0.3

```
! wB97M-V def2-TZVPD RIJCOSX def2/J DEFGRID3
* xyz 0 8
Eu 0.18052 -1.10862 -0.23890
C 1.66894 0.16202 2.64991
N 2.14175 -0.47013 1.40453
C 2.95928 -1.62402 1.80692
C 2.99010 0.50120 0.69400
C 3.29969 0.08848 -0.74612
N 2.17837 0.37703 -1.65158
C 2.32229 -0.38551 -2.89781
C 2.23050 1.79193 -2.01924
H 2.51320 0.36036 3.32706
H 0.96316 -0.49825 3.14867
H 1.16812 1.10244 2.43109
H 3.85706 -1.28840 2.34596
H 3.26739 -2.20974 0.94301
H 2.38081 -2.26370 2.47053
H 3.93771 0.62812 1.24259
H 2.46442 1.45548 0.69454
H 3.51232 -0.98004 -0.79048
H 4.20289 0.62078 -1.08574
H 3.26674 -0.13825 -3.40612
H 1.49723 -0.13200 -3.56484
H 2.29916 -1.45255 -2.69759
H 3.18702 2.02564 -2.51356
H 2.12669 2.43207 -1.14648
H 1.42448 2.02691 -2.71272
S -1.31615 0.88572 1.14732
C -2.63247 -0.02517 0.50938
C -3.96540 0.38368 0.70627
C -4.98898 -0.36728 0.17971
C -4.67984 -1.52350 -0.54090
C -3.35369 -1.86140 -0.69079
N -2.33937 -1.14236 -0.19577
H -4.14040 1.28210 1.28076
H -6.02127 -0.07170 0.32306
H -5.45541 -2.14296 -0.97011
H -3.07222 -2.75920 -1.23422
O -3.71494 -1.56520 -6.99588
N -4.14243 -0.76282 -6.18457
O -5.19423 -0.16037 -6.30440
C -3.32454 -0.46099 -5.00748
C -3.44790 0.78498 -4.49610
C -2.63478 1.21721 -3.42168
C -2.72887 2.51837 -2.89010
C -1.86839 2.89002 -1.90007
C -0.90685 1.96813 -1.45641
N -0.81314 0.73051 -1.91610
C -1.67618 0.34419 -2.87031
C -1.60636 -1.02029 -3.35476
N -0.74987 -1.86098 -2.73212
C -0.67616 -3.09934 -3.17377
C -1.47342 -3.60825 -4.20050
C -2.35791 -2.77670 -4.83043
C -2.42666 -1.42737 -4.43377
H -4.15646 1.47088 -4.94010
H -3.46132 3.20581 -3.29568
H -1.89431 3.87775 -1.46144
H -0.15409 2.29101 -0.75758
H 0.04965 -3.74934 -2.70789
H -1.38520 -4.64918 -4.47737
H -2.98108 -3.14504 -5.62737
C -6.97981 -3.61834 6.66258
C -5.51495 -3.38942 7.02522
C -4.75741 -2.68136 5.90399
C -3.25955 -2.56639 6.20012
N -2.48452 -2.06738 5.07874
C -2.09701 -2.77836 3.99780
S -1.21391 -2.00624 2.79542
N -2.43579 -4.07534 3.95039
C -2.04842 -4.98405 2.88723
C -2.01299 -6.42043 3.39190
C -0.92045 -6.68580 4.42888
C 0.48599 -6.60596 3.83779
H -7.50816 -4.12402 7.47120
H -7.06154 -4.23369 5.76528
H -7.48224 -2.66889 6.47185
H -5.03707 -4.35131 7.23468
H -5.45286 -2.79042 7.93781
H -5.17074 -1.68102 5.75432
H -4.90159 -3.22710 4.96690
H -2.86513 -3.54127 6.50638
H -3.09958 -1.88507 7.03585
H -2.29198 -1.08287 5.02191
H -3.02127 -4.45788 4.67596
H -1.07046 -4.67480 2.52960
H -2.75244 -4.90361 2.05351
H -1.85258 -7.07561 2.53301
H -2.99233 -6.67323 3.81474
H -1.07528 -7.68506 4.84309
H -1.00813 -5.97518 5.25576
H 0.57551 -7.25698 2.96654
H 1.22775 -6.91888 4.57340
H 0.73140 -5.58708 3.53448
C 6.07506 5.24445 -0.59994
C 5.14630 5.43432 0.59427
N 3.90113 4.69451 0.42036
C 2.62454 5.11947 0.50155
S 1.41535 4.00330 0.86030
N 2.30331 6.40540 0.27958
C 3.02226 7.42507 -0.47239
C 3.38287 8.63574 0.38143
H 7.01818 5.76730 -0.43691
H 5.61678 5.62646 -1.51254
H 6.29143 4.18525 -0.74178
H 4.92628 6.48648 0.75572
H 5.63609 5.06360 1.49844
H 3.97789 3.70015 0.56122
H 1.33252 6.59711 0.46298
H 2.38109 7.74722 -1.29638
H 3.91093 6.98027 -0.91572
H 2.48175 9.10919 0.77124
H 3.92304 9.36767 -0.22039
H 4.00909 8.35143 1.22736
F 0.78313 -3.66814 1.25248
C 0.44079 -4.29439 0.09880
F 0.16390 -5.55363 0.38386
F -0.74450 -3.68179 -0.26090
C 1.56374 -3.94246 -0.97620
O 2.08860 -4.83490 -1.60852
O 1.70888 -2.69046 -0.96605
*
```

=====

The following is a DFT calculation (wB97M-V/def2-TZVPD) of a 4-piece molecular cluster, C39H61BF24N4O9PS2 overall in a non-equilibrium geometry.

Computed properties:
Total energy, eV: -162653.7631
HOMO level, eV: -10.22
Strongest force on any atom, hartree/bohr: 0.1610
Orbital gap, hartree: 0.25160
LUMO level, eV: -3.4

```
! wB97M-V def2-TZVPD RIJCOSX def2/J DEFGRID3
* xyz 1 1
C 0.23657 0.00397 8.46782
C 1.75853 -0.18359 7.81277
C 2.75684 -0.70109 9.04956
C 4.09784 -1.44259 8.46740
N 4.08008 -2.95335 8.53822
C 2.91170 -3.56665 7.79899
C 3.06858 -3.47427 6.13921
C 4.57417 -3.84658 5.60590
C 4.71501 -4.01029 3.98025
C 4.19415 -2.72590 3.10407
N 4.13579 -2.99403 1.58552
C 4.68971 -1.78281 0.81856
C 4.33962 -1.62490 -0.77516
B 5.52836 -0.72770 -1.50900
O 5.29902 0.57307 -2.20273
O 6.95143 -1.21826 -1.53035
C 4.32710 -0.57446 1.86989
C 2.69577 -0.24816 2.00489
C 2.08673 0.57726 0.72541
N 1.27617 1.79926 1.16284
C 1.64782 3.03473 0.37303
C 0.39743 4.11877 0.19743
C -0.20911 1.51320 1.14877
C -1.06014 1.62946 2.57024
O -0.93940 1.19200 0.06163
P 5.13872 1.14370 1.68167
O 6.73540 1.07430 1.53283
C 4.99593 -1.27942 3.23104
C 4.94236 -0.45408 4.64616
O 6.22200 -0.73957 5.36903
N 7.19139 0.10676 4.97977
O 8.20313 -0.50693 4.61853
C 4.23151 -3.48159 9.94738
S 2.87146 -3.93866 10.88826
S 5.91803 -3.64933 10.77946
C 6.48172 -2.02085 11.51600
C 6.43702 -1.97770 13.17612
C 7.79462 -1.15443 13.69553
H 0.15608 0.92749 9.18198
H -0.49792 0.08114 7.54348
H 0.01573 -1.03497 9.01072
H 2.15415 0.78052 7.27951
H 1.62135 -1.02665 6.97891
H 2.06745 -1.41159 9.71649
H 3.06580 0.24772 9.66644
H 4.31289 -1.01219 7.39111
H 5.00612 -1.07442 9.14351
H 2.91729 -4.73598 8.03183
H 1.85957 -3.17880 8.13399
H 2.65096 -2.46545 5.70031
H 2.34725 -4.32761 5.71979
H 5.32873 -3.08454 6.09185
H 4.84265 -4.90903 6.07266
H 5.81471 -4.26817 3.66804
H 4.01114 -4.92548 3.67827
H 3.04807 -2.66904 3.42920
H 3.14965 -3.30595 1.34980
H 4.78878 -3.81337 1.51434
H 5.84669 -2.01369 0.84864
H 4.43569 -2.71846 -1.24434
H 3.25183 -1.26612 -1.01501
H 5.79556 1.23711 -1.60524
H 7.39902 -0.59875 -0.85196
H 2.48670 0.41258 2.96415
H 2.04779 -1.23317 2.12860
H 2.87389 0.83640 -0.11376
H 1.29730 -0.14777 0.20093
H 1.94938 2.73532 -0.74140
H 2.57267 3.54431 0.92987
H -0.16292 4.31831 1.20518
H -0.36465 3.67711 -0.60764
H 0.85743 5.13928 -0.19389
H -1.70064 0.67461 2.80159
H -1.83863 2.51841 2.43617
H -0.32168 1.89362 3.44659
H 4.67208 1.89733 0.51342
H 4.90623 2.03957 2.81768
H 6.15477 -1.51581 3.07026
H 3.99541 -0.81331 5.23625
H 4.88202 0.71011 4.54507
H 7.62656 -1.86838 11.21417
H 5.87276 -1.07919 11.14654
H 6.35779 -3.03993 13.67021
H 5.52802 -1.26762 13.44788
H 8.78683 -1.74314 13.45148
H 7.89149 -0.10181 13.18453
H 7.76306 -0.96056 14.86166
C -2.82533 0.30891 -2.47242
C -4.17318 -0.11194 -1.86599
C -4.67603 -1.48439 -2.30102
F -4.84927 -1.57748 -3.63679
F -5.88762 -1.74960 -1.74266
F -5.09432 0.85715 -2.11402
F -4.01525 -0.13058 -0.50426
O -2.88373 1.15254 -3.62755
C -3.08213 0.47748 -4.86690
C -4.43917 0.79578 -5.51431
F -5.47338 0.50522 -4.68488
F -4.62855 0.06288 -6.64247
F -2.88284 -0.85042 -4.68595
F -2.07868 0.89525 -5.68475
H -2.32483 0.92612 -1.71512
H -2.14897 -0.54128 -2.62068
H -3.98946 -2.27381 -1.98601
H -4.50793 1.85485 -5.77627
C -8.47914 2.07478 -6.62350
C -9.75691 2.82010 -6.20715
C -10.68096 3.20835 -7.35656
F -10.08237 4.01669 -8.25724
F -11.76098 3.89266 -6.89255
F -9.41632 3.90097 -5.45558
F -10.45249 1.99057 -5.36593
O -7.29624 2.86923 -6.76153
C -7.15462 3.54117 -8.01033
C -7.24061 5.07038 -7.88330
F -8.40255 5.46290 -7.30207
F -7.19552 5.66734 -9.10287
F -8.05046 3.03411 -8.89132
F -5.92870 3.19230 -8.48543
H -8.24339 1.38366 -5.80390
H -8.63794 1.42352 -7.49119
H -11.05253 2.32395 -7.87959
H -6.41655 5.45890 -7.27921
C -6.59191 1.04098 -12.65222
C -6.27443 0.47553 -11.25901
C -5.02761 1.05271 -10.59717
F -3.90793 0.84471 -11.32244
F -4.81106 0.46553 -9.38954
F -6.21616 -0.88107 -11.33241
F -7.34906 0.75538 -10.45498
O -6.14256 0.26725 -13.76976
C -4.78157 0.46681 -14.14250
C -3.90658 -0.77531 -13.91111
F -3.95248 -1.19019 -12.61969
F -2.60242 -0.51553 -14.18932
F -4.30690 1.57028 -13.51574
F -4.79802 0.77123 -15.46817
H -7.68560 1.03646 -12.74584
H -6.31510 2.09755 -12.74853
H -5.13353 2.12659 -10.42583
H -4.23403 -1.60640 -14.54121
*
```

=====

> Which of these has the lowest total energy?

C39H61BF24N4O9PS2